Formula: C15H21BF16N5O6S
Source: the Open Molecules 2025 dataset
Level of theory: wB97M-V/def2-TZVPD

Properties
Gap between HOMO and LUMO in hartree: 0.3459
LUMO in Eh: -0.132
Net charge: +1
Highest occupied orbital energy in eV: -13.015

CARTESIAN COORDINATES (ANGSTROEM)
1 F 2.015 -3.717 1.681
2 C 1.420 0.595 -1.127
3 O 8.293 1.224 -0.487
4 F -6.683 4.091 -2.975
5 H 5.879 2.802 -0.096
6 O -1.680 2.069 -1.627
7 H -4.511 3.712 -3.957
8 H 7.705 -0.006 2.302
9 F -8.470 3.042 -1.202
10 F 2.615 -5.603 3.759
11 H -0.556 -0.012 -0.484
12 F 2.253 -5.912 5.887
13 N 2.647 -0.111 -0.790
14 H -3.434 2.515 -3.317
15 H -1.248 1.213 -1.748
16 F -7.617 1.452 -2.435
17 F 0.503 -2.433 0.774
18 C -6.261 3.334 -1.948
19 F 0.077 -2.607 3.458
20 H 1.646 1.639 -1.302
21 H -7.008 1.830 -0.578
22 H 0.635 -0.194 0.757
23 C 0.532 -4.944 4.667
24 C 2.059 -5.047 4.857
25 C 3.811 0.466 -0.516
26 F -6.012 4.172 -0.920
27 F -6.098 0.911 -6.414
28 H -0.363 1.684 1.581
29 O -2.511 2.769 0.580
30 H -5.555 2.818 -6.226
31 H 0.148 -5.897 5.026
32 H 0.435 -4.443 0.725
33 N 4.066 1.792 -0.471
34 F -3.751 1.286 -5.201
35 H 0.089 -4.186 5.313
36 C -5.915 1.987 -5.613
37 B 7.448 0.484 0.297
38 F 4.132 -4.081 5.400
39 C -0.031 1.829 0.562
40 C -0.144 -3.680 2.674
41 O -0.794 4.044 -0.528
42 C -4.894 1.625 -4.531
43 N 4.935 -0.214 -0.236
44 F -7.107 2.308 -5.083
45 C -7.340 2.356 -1.475
46 H 7.702 -1.308 1.281
47 S -1.345 2.762 -0.228
48 C 0.704 -3.631 1.401
49 C 0.322 0.454 -0.047
50 C 2.824 -3.778 5.244
51 H 1.047 0.177 -2.056
52 H 8.253 0.921 -1.406
53 F 2.745 -2.831 4.282
54 O 0.030 -4.868 3.334
55 N 5.391 1.923 -0.176
56 F -1.434 -3.614 2.280
57 H 2.449 -3.367 6.185
58 C -4.484 2.714 -3.521
59 H 0.839 2.469 0.564
60 N 7.953 -0.329 1.373
61 O -5.078 2.681 -2.232
62 H 3.459 2.583 -0.611
63 F -5.297 0.522 -3.865
64 H 2.674 -1.120 -0.770
65 C 5.885 0.681 -0.044

Formula: C29H67ClNO4P3
Source: the Open Molecules 2025 dataset
Level of theory: wB97M-V/def2-TZVPD

Properties
Gap between HOMO and LUMO in hartree: 0.1542
LUMO in Eh: -0.024
Highest occupied orbital energy in eV: -4.857

CARTESIAN COORDINATES (ANGSTROEM)
1 H -0.494 5.508 -1.535
2 H -10.443 -1.216 0.649
3 P 3.476 2.233 -0.617
4 H 1.554 2.424 0.678
5 H 1.827 -1.105 -1.221
6 H 0.730 2.023 -1.697
7 N -8.312 -2.605 0.206
8 H -0.218 -3.651 -0.384
9 H 8.009 3.788 0.303
10 H 7.735 2.485 1.460
11 C -1.916 -3.503 2.374
12 H 3.246 5.957 -3.323
13 C 5.078 4.342 -1.984
14 C 4.024 -1.748 0.545
15 H -2.497 -1.510 1.719
16 C -1.682 -1.344 3.637
17 C -3.909 -3.452 0.385
18 H -0.901 -2.259 0.349
19 H 5.211 2.593 2.730
20 H 6.019 4.260 -1.438
21 H -2.466 -3.115 -2.052
22 C 0.918 4.068 -2.326
23 H 4.081 3.721 2.027
24 C 4.281 5.542 -1.447
25 H -0.107 0.145 3.301
26 O -2.460 -5.338 -0.777
27 H 4.353 -2.172 1.492
28 H -2.291 -0.495 3.942
29 C -4.852 -4.068 -0.668
30 H -5.870 -2.214 -1.024
31 H -1.565 -5.518 -1.087
32 P -2.303 -4.395 0.706
33 H 3.750 1.343 1.497
34 H -3.574 -2.193 2.921
35 C 2.687 -1.037 0.725
36 O -7.277 -0.599 0.391
37 H -0.769 -0.547 1.839
38 H -1.086 -5.208 0.979
39 H -9.054 -2.983 0.785
40 H -1.493 -7.066 1.780
41 H 1.164 5.789 -0.999
42 H 4.814 -1.075 0.202
43 H -9.646 0.286 0.126
44 C -7.040 -3.348 0.436
45 C -0.500 -0.773 2.868
46 C -9.577 -0.575 0.773
47 H -5.086 -5.102 -0.435
48 H 2.075 4.008 0.220
49 Cl -4.584 -5.399 3.309
50 C -0.474 -2.640 -2.668
51 C 0.792 3.009 -1.230
52 H 5.180 2.232 -2.198
53 C -1.616 -2.622 -1.606
54 C -2.537 -2.126 2.608
55 H 4.022 0.104 -1.542
56 H 1.938 -1.774 1.021
57 H 2.744 -0.340 1.566
58 H 3.937 -2.563 -0.175
59 H 0.686 6.196 -2.647
60 C 2.148 -0.330 -0.521
61 C 4.394 2.965 -1.981
62 H 4.662 6.971 -3.029
63 H 2.611 0.805 -2.263
64 H -0.746 -3.324 -3.464
65 H 0.297 -1.506 2.803
66 H -4.536 -3.421 1.268
67 H 3.735 2.909 -2.853
68 H 1.240 0.213 -0.241
69 P -3.451 -6.109 1.675
70 H 6.942 2.462 -0.120
71 C -1.172 -3.138 -0.233
72 C -8.259 -1.261 0.449
73 H 1.926 4.074 -2.749
74 H -1.302 -0.747 -1.060
75 C -6.141 -3.232 -0.776
76 H 6.468 4.492 2.137
77 H 4.919 6.122 -0.777
78 C 0.551 5.469 -1.845
79 H 5.737 4.635 0.574
80 H -0.157 3.155 -0.711
81 H -4.422 -4.053 -1.664
82 H 5.248 1.247 0.627
83 H 0.490 -2.873 -2.226
84 H 5.386 4.544 -3.012
85 O -2.025 -1.235 -1.472
86 H -0.836 -3.342 2.331
87 H -7.273 -4.385 0.635
88 C 1.915 3.004 -0.180
89 C 6.097 3.901 1.297
90 C 7.256 3.108 0.703
91 C 3.810 6.486 -2.552
92 H -9.474 -0.195 1.782
93 H -6.546 -2.885 1.284
94 H 0.246 3.799 -3.143
95 H -1.383 -1.954 4.478
96 H 3.430 5.218 -0.846
97 H -2.045 -4.146 3.240
98 C 4.918 3.060 1.787
99 H -0.411 -1.651 -3.109
100 H -6.670 -3.627 -1.643
101 H -3.768 -2.414 0.088
102 C 3.083 0.605 -1.295
103 O -2.227 -6.990 2.409
104 H 3.173 7.269 -2.141
105 C 4.429 1.927 0.871

Formula: C14H33F6MnN3O9S2
Source: the Open Molecules 2025 dataset
Level of theory: wB97M-V/def2-TZVPD

Properties
Energy above the lowest of the compared OMol25 structures with the same formula, charge and spin in kcal per mole: 54.21
Gap between HOMO and LUMO (spin up / spin down) in hartree: 0.3104 / 0.3672
LUMO (spin up / spin down) in Eh: 0.008 / 0.007
⟨S²⟩: 8.753
2S+1: 6
Highest occupied orbital energy (spin up / spin down) in eV: -8.239 / -9.790

CARTESIAN COORDINATES (ANGSTROEM)
1 H -0.539 -3.371 -1.179
2 H -3.621 0.112 2.131
3 O 0.217 -2.021 1.353
4 H -2.182 2.948 5.178
5 C 4.522 1.021 -0.180
6 C 0.698 -1.869 2.672
7 O 3.842 -1.556 -0.612
8 O -3.120 -1.836 -2.728
9 H 0.994 -2.242 -2.426
10 H -3.642 3.198 4.183
11 Mn 0.211 -0.526 -0.370
12 H 1.345 0.364 -4.393
13 O -1.973 2.429 3.237
14 H 0.334 4.830 -0.191
15 H -2.467 1.204 0.250
16 C -3.818 -3.182 -0.491
17 H -0.189 -0.013 -2.784
18 H -0.057 -4.059 1.179
19 O 1.021 2.884 -0.460
20 N -0.551 1.041 0.939
21 F -3.798 -3.249 0.797
22 H 0.589 -5.451 -0.978
23 F 5.767 0.777 0.189
24 H -0.351 1.924 0.492
25 H 0.352 3.466 -2.307
26 O 3.916 -0.743 1.741
27 C 1.202 4.206 0.025
28 H -2.300 4.333 3.976
29 H 1.230 -4.740 -2.411
30 C 0.618 -3.309 0.768
31 H -1.741 3.284 1.320
32 C -2.557 3.302 4.218
33 C 0.479 -3.346 -0.791
34 H 2.091 -2.250 -1.259
35 H 0.194 -0.964 3.010
36 H 2.092 4.732 -0.319
37 H -2.402 -1.037 1.493
38 H 1.630 -3.636 1.007
39 C -2.309 2.534 1.871
40 H -3.369 2.745 1.732
41 F -3.013 -4.215 -0.856
42 H 1.235 4.234 1.114
43 F 3.932 2.091 0.376
44 H 0.537 -2.673 3.390
45 H -0.759 1.294 -2.313
46 H 2.080 0.942 -2.108
47 C -2.558 -0.075 1.982
48 S 3.452 -0.487 0.352
49 F -5.038 -3.424 -1.078
50 H 1.766 -1.652 2.642
51 H 2.124 3.384 -2.157
52 O -1.717 -1.359 -0.736
53 F 4.480 1.147 -1.496
54 H -2.042 -0.101 2.942
55 N 1.097 -2.186 -1.423
56 C 1.181 1.429 -2.485
57 C 1.172 -4.600 -1.331
58 O 2.041 -0.089 0.271
59 O -4.008 -0.472 -0.844
60 H 0.312 1.803 -4.428
61 S -3.100 -1.585 -1.257
62 H 1.945 2.057 -4.536
63 C 1.242 1.389 -4.037
64 N -0.001 0.674 -2.067
65 C -1.995 1.141 1.230
66 H 2.195 -4.696 -0.967
67 H -0.105 1.197 1.832
68 C 1.185 2.895 -1.896

Formula: C28H23LuN4
Source: the Open Molecules 2025 dataset
Level of theory: wB97M-V/def2-TZVPD

Properties
Energy above the lowest of the compared OMol25 structures with the same formula, charge and spin in kcal per mole: 0.27
Gap between HOMO and LUMO in hartree: 0.2697
LUMO in Eh: -0.242
Net charge: +2
Highest occupied orbital energy in eV: -13.921

CARTESIAN COORDINATES (ANGSTROEM)
1 N 1.527 0.121 1.914
2 H -6.201 -1.072 -0.296
3 C -3.149 -0.618 1.060
4 H 2.014 -4.140 -2.987
5 H 0.330 4.865 -1.893
6 C 3.756 0.401 2.713
7 C 0.214 2.865 -1.154
8 H 4.047 0.225 4.823
9 H -1.379 -0.768 -2.579
10 H -2.852 -0.224 -3.375
11 H 0.904 -3.308 -0.973
12 H -4.100 -0.934 3.649
13 N -2.421 -0.379 -0.058
14 C 1.991 -0.043 4.254
15 H 2.703 -2.562 -4.766
16 H 1.477 4.108 -3.998
17 N 0.473 1.557 -1.341
18 C -0.340 -0.334 3.389
19 C 0.553 3.824 -2.076
20 H -0.313 -0.452 5.540
21 H 2.289 -0.191 -4.538
22 H 4.796 0.589 2.486
23 H -2.737 -0.856 5.697
24 H -0.282 3.134 -0.227
25 C 1.825 -3.080 -2.875
26 N -1.087 -0.391 2.276
27 C 0.935 -1.231 -1.560
28 H -1.868 0.930 -2.494
29 C 1.090 1.117 -2.465
30 H -5.073 -1.062 1.904
31 C -2.271 -0.722 4.730
32 H 1.653 -0.208 5.264
33 C 3.283 0.598 0.267
34 C 2.832 0.363 1.673
35 C 2.211 -2.200 -3.873
36 C 1.455 2.054 -3.432
37 H 2.869 1.527 -0.129
38 H 1.947 1.739 -4.339
39 C -2.235 -0.098 -2.489
40 C 1.339 -0.351 -2.592
41 C 1.194 -2.591 -1.735
42 H 4.366 0.685 0.230
43 C 1.971 -0.840 -3.735
44 C -4.402 -0.630 -1.362
45 H -4.863 -0.630 -2.339
46 C -3.037 -0.379 -1.258
47 C -3.037 -0.769 3.579
48 C -2.411 -0.597 2.355
49 C 1.188 3.394 -3.238
50 C 1.115 -0.077 3.189
51 C -0.908 -0.498 4.642
52 C -5.139 -0.875 -0.225
53 Lu -0.061 -0.100 0.147
54 H 2.989 -0.218 -0.396
55 C -4.505 -0.867 1.009
56 C 3.336 0.198 4.009

Formula: C12H27BBr2ClN2O2S
Source: the Open Molecules 2025 dataset
Level of theory: wB97M-V/def2-TZVPD

Properties
Energy above the lowest of the compared OMol25 structures with the same formula, charge and spin in kcal per mole: 22.54
Gap between HOMO and LUMO in hartree: 0.2566
LUMO in Eh: 0.080
Net charge: -1
Highest occupied orbital energy in eV: -4.809

CARTESIAN COORDINATES (ANGSTROEM)
1 H 0.366 -1.699 -1.238
2 C 1.432 -1.691 -1.003
3 H -3.746 2.526 -0.069
4 Br -6.854 -0.845 -0.353
5 H 1.920 -1.076 -1.761
6 H 4.797 -1.307 -4.653
7 H 3.894 -0.745 -1.429
8 H -1.415 0.105 1.740
9 H -4.244 -0.421 2.116
10 H -3.451 0.688 0.889
11 H -4.275 1.855 3.238
12 C -1.090 2.195 0.849
13 N 4.582 -1.042 -0.750
14 H -1.623 1.838 -0.092
15 H 5.968 -2.002 -2.885
16 H -4.809 3.404 3.676
17 C 4.037 -0.804 0.589
18 H 1.800 -2.719 -1.044
19 B -5.218 2.915 1.642
20 Br -8.016 2.177 0.274
21 H 0.321 0.535 1.353
22 C 4.942 -2.436 -1.007
23 C -0.666 0.952 1.736
24 H 3.687 -0.567 -3.460
25 Cl -6.294 4.489 1.649
26 C -5.700 0.466 0.616
27 H 2.553 -1.292 2.035
28 S -2.283 3.350 1.703
29 C -4.284 -0.048 1.054
30 H -0.574 1.305 2.812
31 O 3.991 -2.613 -3.244
32 C -6.154 1.753 0.875
33 H 4.145 -3.119 -0.697
34 H 5.580 -3.700 -2.607
35 C 2.747 -1.534 0.985
36 H 2.848 -2.624 0.946
37 H 5.844 -2.682 -0.439
38 C 3.890 -1.458 -4.061
39 H -0.188 2.780 0.504
40 H -4.051 -0.945 0.392
41 H -4.057 4.295 0.235
42 N -4.977 2.582 3.100
43 C 5.202 -2.679 -2.492
44 C -3.876 3.300 0.756
45 H 3.051 -1.602 -4.742
46 H 3.841 0.272 0.653
47 O 1.590 -1.109 0.280
48 H 4.815 -1.027 1.326

Formula: C5H4
Source: the Open Molecules 2025 dataset
Level of theory: wB97M-V/def2-TZVPD

Properties
Energy above the lowest of the compared OMol25 structures with the same formula, charge and spin in kcal per mole: 108.49
Gap between HOMO and LUMO (spin up / spin down) in hartree: 0.2598 / 0.2527
LUMO (spin up / spin down) in Eh: -0.032 / -0.032
Highest occupied orbital energy (spin up / spin down) in eV: -7.947 / -7.733

CARTESIAN COORDINATES (ANGSTROEM)
1 H -1.129 -0.266 -1.315
2 H -0.215 2.042 0.567
3 C 1.385 0.671 0.205
4 C -0.780 -0.081 -0.269
5 C 1.675 -0.494 -0.475
6 H -1.627 -0.219 0.450
7 H 0.193 -1.695 0.754
8 C 0.433 -0.980 -0.060
9 C 0.065 1.023 0.141

Formula: C8H10O4PtS
Source: the Open Molecules 2025 dataset
Level of theory: wB97M-V/def2-TZVPD

Properties
Energy above the lowest of the compared OMol25 structures with the same formula, charge and spin in kcal per mole: 56.38
Gap between HOMO and LUMO (spin up / spin down) in hartree: 0.2745 / 0.1375
LUMO (spin up / spin down) in Eh: -0.298 / -0.435
⟨S²⟩: 2.011
Net charge: +2
2S+1: 3
Highest occupied orbital energy (spin up / spin down) in eV: -15.579 / -15.574

CARTESIAN COORDINATES (ANGSTROEM)
1 C 1.059 -0.427 2.448
2 H 1.500 0.318 3.117
3 C -3.104 0.597 -2.669
4 C 1.869 -1.323 -2.410
5 H 1.860 -1.018 2.040
6 H -3.478 -0.395 -3.017
7 O 2.142 -1.740 -3.448
8 O 4.346 -1.601 0.149
9 C 3.285 -1.237 -0.115
10 H -2.789 1.267 -3.504
11 S 0.154 0.434 1.136
12 O 0.360 -3.408 0.197
13 H -0.321 1.966 2.913
14 C -3.284 1.025 -1.461
15 H -1.589 1.951 1.677
16 C 0.757 -2.373 -0.104
17 H -3.826 0.432 -0.687
18 Pt 1.473 -0.636 -0.631
19 C 2.199 1.103 -1.117
20 C -0.953 1.348 2.284
21 H -1.534 0.604 2.823
22 O 2.649 2.116 -1.421
23 H -3.138 2.093 -1.174
24 H 0.363 -1.092 2.972

Formula: C5H11O2
Source: the Open Molecules 2025 dataset
Level of theory: wB97M-V/def2-TZVPD

Properties
Energy above the lowest of the compared OMol25 structures with the same formula, charge and spin in kcal per mole: 17.30
Gap between HOMO and LUMO (spin up / spin down) in hartree: 0.0992 / 0.3008
LUMO (spin up / spin down) in Eh: 0.249 / 0.246
⟨S²⟩: 0.751
Net charge: -2
2S+1: 2
Highest occupied orbital energy (spin up / spin down) in eV: 4.074 / -1.485

CARTESIAN COORDINATES (ANGSTROEM)
1 H -1.172 -1.770 -0.828
2 H -2.163 1.781 -0.008
3 H 1.558 -2.554 -0.447
4 O -0.015 1.796 2.429
5 C 1.824 -0.427 -0.512
6 C -1.902 1.798 1.043
7 H -1.896 0.783 1.447
8 H -0.146 -1.021 -2.142
9 H 0.522 -1.805 0.666
10 C 0.906 -1.660 -0.330
11 C -0.489 2.372 1.425
12 O 0.000 3.315 0.773
13 H -2.688 2.280 1.635
14 H 1.452 0.189 -1.329
15 H -0.141 -2.716 -1.994
16 C -0.233 -1.795 -1.385
17 H 2.819 -0.742 -0.839
18 H 1.765 0.176 0.395

Formula: C12H24Cl12
Source: the Open Molecules 2025 dataset
Level of theory: wB97M-V/def2-TZVPD

Properties
Energy above the lowest of the compared OMol25 structures with the same formula, charge and spin in kcal per mole: 38.33
Gap between HOMO and LUMO in hartree: 0.4045
LUMO in Eh: 0.010
Highest occupied orbital energy in eV: -10.733

CARTESIAN COORDINATES (ANGSTROEM)
1 H -1.087 21.077 7.896
2 H 1.324 19.723 25.325
3 Cl -2.704 26.848 22.237
4 H -8.246 22.666 21.833
5 Cl 0.967 21.651 26.666
6 Cl 0.844 11.628 14.407
7 C -9.127 23.282 21.651
8 C 1.773 10.892 13.087
9 H -2.112 20.679 17.799
10 H -10.157 24.260 20.081
11 C 2.817 9.783 13.629
12 H -9.327 23.956 22.484
13 H -8.575 25.028 20.340
14 C -2.781 27.606 20.633
15 C -0.003 21.043 8.004
16 H 0.243 19.064 9.062
17 H 0.346 19.037 7.283
18 H 3.170 21.953 25.070
19 H -2.575 17.679 17.221
20 H -1.794 27.551 20.175
21 C -3.356 29.002 20.759
22 H -3.708 29.375 19.797
23 H -4.251 28.938 21.378
24 H -3.561 18.869 16.487
25 C 2.929 20.890 25.034
26 C 0.572 19.614 8.180
27 Cl 0.498 22.151 9.330
28 Cl -2.163 30.130 21.446
29 Cl -10.590 22.192 21.590
30 C -2.558 18.716 16.886
31 Cl 1.798 8.555 14.548
32 C 1.465 20.791 25.159
33 H 2.311 11.640 12.505
34 H 1.103 10.334 12.433
35 H 0.899 21.238 24.341
36 H 3.414 20.357 25.851
37 H 0.467 21.577 7.178
38 H 3.279 9.276 12.782
39 Cl 2.386 19.696 8.264
40 C -9.116 24.082 20.350
41 Cl -8.500 23.142 18.951
42 Cl -1.357 18.880 15.630
43 H -3.480 27.025 20.030
44 H 3.578 10.182 14.298
45 Cl 3.486 20.141 23.538
46 Cl -3.257 19.336 19.421
47 H -1.228 19.320 18.380
48 C -2.230 19.637 18.094

Computed DFT total energy (hartree) in order:
-3330.109923 -2985.020143 -3941.282199 -2534.996659 -6764.717705 -192.621246 -1128.464609 -347.476847 -5993.908952